Entry 1:
Below is one molecule with the formula C5H9N3 at a distorted geometry, with properties calculated with wB97M-V/def2-TZVPD.

The geometry in ORCA input format:
```
! RIJCOSX wB97M-V def2-TZVPD def2/J DEFGRID3
* xyz 0 1
C -2.82269 -0.13514 0.03525
C -1.64422 0.63445 -0.03056
C -0.42570 0.03784 -0.14031
N -0.29905 -1.23103 -0.35576
C 0.97848 -1.78150 0.09439
C 1.82431 -0.42527 0.07801
N 0.75743 0.64326 0.37162
N 0.95284 1.96962 -0.20356
H -2.32683 -1.19798 -0.42067
H -3.82162 0.11873 0.66506
H -1.34456 1.58176 0.85677
H 1.46781 -2.41900 -0.74294
H 1.03888 -2.06031 1.07002
H 2.37395 0.19346 -0.73665
H 2.46809 -0.60063 1.11998
H 1.50781 2.04252 -1.03546
H 1.29686 2.68625 0.31707
*
```

Calculated values
SMILES = C=CC1=NCCN1N
Gap between HOMO and LUMO = 8.873 eV
Energy relative to the best compared isomer or geometry (same formula, charge and spin) = 650.8 kJ/mol
E = -359.94938 a.u.
Lowest unoccupied orbital energy = 0.3 eV



Entry 2:
Below is one molecule with the formula C5H9N3 at a distorted geometry, with properties calculated with wB97M-V/def2-TZVPD.

The geometry in ORCA input format:
```
! RIJCOSX wB97M-V def2-TZVPD def2/J DEFGRID3
* xyz 0 1
C -2.15486 -1.73540 0.42678
N -1.21871 -1.51445 -0.67248
C -0.30187 -0.58238 -0.40941
C -0.37848 0.77686 -0.40875
C 0.84217 1.25764 0.12507
N 0.96631 2.69478 0.29760
C 1.70900 0.21646 0.34057
N 0.98034 -0.96104 0.04176
H -1.39718 -2.05842 1.15938
H -2.68820 -0.90458 0.74331
H -2.94070 -2.59400 0.23158
H -1.51276 -1.22556 -1.57636
H -1.31153 1.39612 -0.40632
H 0.28742 3.06252 0.86706
H 1.93598 2.79142 0.66851
H 2.78078 0.29111 0.63942
H 1.45491 -1.89273 -0.44029
*
```

Calculated values
SMILES = CNc1cc(N)c[nH]1
Gap between HOMO and LUMO = 8.668 eV
Energy relative to the best compared isomer or geometry (same formula, charge and spin) = 209.2 kJ/mol
E = -360.11757 a.u.
Lowest unoccupied orbital energy = 1.1 eV



Entry 3:
Below is C5H9N3O as an isolated structure at a distorted geometry, with properties calculated with wB97M-V/def2-TZVPD.

The geometry in ORCA input format:
```
! RIJCOSX wB97M-V def2-TZVPD def2/J DEFGRID3
* xyz 0 1
C 3.20456 0.31780 -0.42538
C 0.83280 -0.44989 0.35914
C 0.11018 0.89830 -0.03873
C -0.94266 1.52187 0.74219
C -1.88133 -0.47472 -0.64853
H 3.97582 0.56311 0.92802
H 2.23608 1.64092 -0.76590
H 4.07079 -0.39478 -1.86602
H 2.53917 -1.78104 -0.44948
H -0.71376 -1.28203 0.96350
H 0.80216 1.83164 -0.38741
H -1.41969 1.11893 1.56816
H -0.96175 2.61545 0.70726
H -1.47497 -0.95144 -1.46559
N 2.11879 -0.53652 -0.05106
N 0.23216 -1.55380 0.92243
N -1.18350 0.80397 -0.40124
O -3.14592 -0.65455 -0.30695
*
```

Calculated values
Gap between HOMO and LUMO = 7.583 eV
Energy relative to the best compared isomer or geometry (same formula, charge and spin) = 1327.6 kJ/mol
E = -434.95208 a.u.
Lowest unoccupied orbital energy = -1.2 eV